Record 1
{"formula": "C19H17FeNO3S", "method": "wB97M-V/def2-TZVPD", "s2": 6.050, "largest_force_ev_per_a": 3.5, "homo_ev": [2.76, -3.47], "charge": -2, "orbital_gap_ev": [1.970, 7.013], "e_tot_ha": -2676.293741, "multiplicity": 5, "species": ["Fe", "S", "O", "O", "O", "N", "C", "C", "C", "C", "C", "C", "C", "C", "C", "C", "C", "C", "C", "C", "C", "C", "C", "C", "C", "H", "H", "H", "H", "H", "H", "H", "H", "H", "H", "H", "H", "H", "H", "H", "H", "H"], "positions_angstrom": [[-6.680, -1.982, 1.027], [-1.028, -1.307, -1.219], [-1.101, -1.015, 2.521], [-1.079, -0.014, -1.822], [-1.582, -2.414, -1.957], [-1.670, -1.297, 0.306], [-4.558, 0.096, 1.558], [-3.210, 0.178, 1.156], [1.746, -1.899, 1.532], [-4.935, -2.415, 1.879], [-5.993, -3.264, 2.373], [2.902, -2.181, 0.786], [-7.041, -2.402, 2.913], [-8.502, -1.665, 0.270], [-6.630, -1.021, 2.722], [2.880, -2.199, -0.623], [1.700, -1.935, -1.325], [0.556, -1.664, 0.829], [0.569, -1.677, -0.559], [-0.780, -1.303, 1.373], [-5.285, -1.002, 2.077], [-6.719, -2.790, -0.742], [-6.447, -1.367, -0.811], [-7.990, -2.966, -0.080], [-7.550, -0.682, -0.179], [-2.683, -0.764, 0.407], [-7.688, 0.403, -0.136], [-9.475, -1.458, 0.702], [-5.602, -0.900, -1.309], [1.626, -1.931, -2.412], [-6.108, -3.576, -1.183], [3.842, -2.384, 1.316], [-7.166, -0.134, 3.030], [-5.985, -4.345, 2.398], [-3.008, 1.084, 0.582], [-7.949, -2.739, 3.406], [-3.972, -2.721, 1.502], [-8.519, -3.911, 0.045], [1.728, -1.851, 2.628], [-5.035, 1.082, 1.665], [3.789, -2.414, -1.182], [-2.545, 0.091, 2.010]], "forces_ev_per_a": [[-0.5562, -0.1288, 0.7216], [1.2918, -1.5089, 1.5800], [0.0190, -0.2138, 1.1236], [-0.3412, 0.9831, -0.6270], [-0.1392, 0.2045, -0.3637], [-0.5870, -0.7387, -1.5844], [-3.2930, 0.2705, 1.0120], [0.5279, 2.1983, 0.2849], [1.5241, -0.3056, -0.2821], [-0.2807, 0.2975, 0.8490], [0.2598, 1.3798, 0.9719], [-0.8443, 0.2758, 1.6729], [1.4817, 0.3880, 0.4769], [0.5797, -0.3078, -1.3252], [1.3083, -0.6465, 0.4889], [0.3823, -0.1106, -1.1292], [-0.5854, 0.0479, 0.8141], [-2.3898, 0.8135, 2.0662], [0.0825, -0.1622, -2.6722], [3.0197, -0.6598, -0.8743], [-0.5356, -1.2408, 0.7962], [-0.7236, 0.4873, -1.0926], [-1.0248, -0.4157, -0.8641], [-0.2105, 0.4869, -1.0294], [-0.3684, -0.2598, -1.0772], [0.4309, -0.5302, -0.0110], [0.2188, -0.5529, 0.2719], [0.2769, -0.0748, 0.2997], [-0.0759, -0.1057, 0.3519], [0.1985, -0.0299, 0.2250], [-0.1020, 0.2650, 0.3716], [-0.3705, 0.0914, -0.2308], [-0.0889, -0.1098, -0.1896], [-0.0804, 0.1317, -0.1838], [0.3028, -0.3530, -0.3757], [0.1035, 0.1334, -0.4009], [-0.1351, -0.1596, -0.3299], [0.3182, 0.3345, 0.2702], [0.1785, -0.0880, -0.4962], [0.0522, -0.3202, 0.2430], [-0.0966, 0.0213, 0.1532], [0.2722, 0.2128, 0.0946]]}

Record 2
{"formula": "C2H4F3NOS", "method": "wB97M-V/def2-TZVPD", "largest_force_ev_per_a": 4.3, "homo_ev": -10.36, "charge": 0, "e_above_lowest_kj_mol": 12.71, "orbital_gap_ev": 9.474, "e_tot_ha": -906.346301, "species": ["S", "F", "F", "F", "O", "N", "C", "C", "H", "H", "H", "H"], "positions_angstrom": [[0.039, -2.213, 1.892], [-0.283, 1.732, -2.669], [1.553, 2.598, -2.011], [-0.220, 2.634, -0.740], [0.480, -1.071, 1.107], [0.935, 0.645, -1.057], [-1.614, -2.262, 2.113], [0.538, 1.837, -1.592], [0.603, 0.088, -0.290], [1.980, 0.421, -1.252], [-1.904, -3.051, 2.804], [-2.108, -1.358, 1.695]], "forces_ev_per_a": [[-2.7204, -0.9639, 0.8128], [-0.0190, -0.3916, -0.2541], [0.5073, -0.2114, 0.0938], [0.6914, -0.8209, -0.0612], [0.2927, 0.5416, -0.3601], [4.0897, -0.7821, -1.1829], [3.2583, 1.1002, -0.4843], [-1.6665, 1.0589, 0.5884], [-0.8097, 0.5873, 0.2205], [-2.7712, 0.7197, 0.4276], [-0.5411, 0.2932, -0.3446], [-0.3116, -1.1308, 0.5442]]}

Record 3
{"formula": "C6H12", "method": "wB97M-V/def2-TZVPD", "largest_force_ev_per_a": 0.4, "homo_ev": -8.84, "charge": 0, "e_above_lowest_kj_mol": 474.04, "orbital_gap_ev": 8.609, "e_tot_ha": -235.637670, "species": ["C", "C", "C", "C", "C", "C", "H", "H", "H", "H", "H", "H", "H", "H", "H", "H", "H", "H"], "positions_angstrom": [[0.722, -1.386, -0.691], [-1.240, 1.304, -1.086], [-0.944, -1.262, 1.881], [0.172, 1.214, -0.512], [1.974, -0.687, -0.244], [0.972, 0.043, -1.058], [-0.580, -1.662, 0.926], [-1.365, -0.264, 1.731], [1.151, 0.099, -2.136], [0.728, 2.134, -0.730], [-1.219, 1.366, -2.180], [2.923, -1.047, -0.637], [-1.756, 2.195, -0.712], [0.128, 1.136, 0.582], [-1.831, 0.423, -0.814], [-1.718, -1.932, 2.259], [-0.119, -1.212, 2.598], [2.002, -0.461, 0.824]], "forces_ev_per_a": [[0.2231, 0.2836, -0.1095], [-0.0461, -0.0230, -0.0230], [-0.0290, 0.0298, 0.0466], [-0.0086, 0.0526, 0.0705], [0.0895, -0.0865, 0.0406], [-0.0714, -0.0224, -0.0496], [-0.0998, 0.0491, 0.1792], [0.0450, -0.1650, 0.0477], [-0.0088, -0.0054, 0.1100], [-0.0755, -0.1202, 0.0280], [0.0066, -0.0103, 0.1487], [-0.1429, 0.0331, 0.0444], [0.0754, -0.1412, -0.0489], [0.0244, -0.0239, -0.1774], [0.0961, 0.1175, -0.0495], [0.0881, 0.0956, -0.0097], [-0.1306, -0.0041, -0.0943], [-0.0356, -0.0594, -0.1536]]}

Record 4
{"formula": "C10H18BrO4PS", "method": "wB97M-V/def2-TZVPD", "largest_force_ev_per_a": 1.3, "homo_ev": -8.55, "charge": 0, "orbital_gap_ev": 9.049, "e_tot_ha": -4006.314853, "species": ["Br", "S", "P", "O", "O", "O", "O", "C", "C", "C", "C", "C", "C", "C", "C", "C", "C", "H", "H", "H", "H", "H", "H", "H", "H", "H", "H", "H", "H", "H", "H", "H", "H", "H", "H"], "positions_angstrom": [[0.479, -3.674, -1.626], [-3.239, -0.670, -1.233], [0.727, 1.702, 0.311], [-0.551, -3.832, 0.927], [-3.931, 0.018, 0.072], [-2.013, -1.402, -0.434], [-4.141, -1.739, -1.561], [-3.228, 1.176, 0.559], [0.181, -1.611, 0.373], [1.630, 0.885, 1.696], [-0.089, -3.072, 0.155], [-1.831, 0.883, 1.074], [1.830, 1.644, -1.165], [2.878, 0.045, 1.344], [-0.721, -0.749, -0.506], [-0.800, 0.732, -0.072], [1.685, 0.498, -2.173], [-3.844, 1.567, 1.367], [0.917, 0.261, 2.233], [1.652, 2.587, -1.681], [-0.025, -1.436, 1.428], [0.700, 0.530, -2.634], [2.853, 1.702, -0.790], [-3.204, 1.938, -0.224], [-1.842, -0.027, 1.672], [-0.349, -0.819, -1.527], [-1.209, 1.267, -0.933], [3.783, 0.643, 1.437], [2.848, -0.345, 0.328], [1.222, -1.417, 0.138], [2.983, -0.808, 2.013], [1.831, -0.473, -1.703], [1.927, 1.673, 2.383], [-1.533, 1.711, 1.719], [2.423, 0.612, -2.967]], "forces_ev_per_a": [[0.0166, -0.0191, -0.1108], [-0.3170, -0.3081, 0.3009], [-0.2326, 1.2824, 0.2724], [0.1274, 0.0847, -0.1880], [0.2335, 0.1150, -0.1883], [0.0929, 0.2348, -0.1424], [0.0719, 0.0987, -0.0915], [-0.2510, 0.0991, 0.2358], [-0.4689, -0.0556, 0.0611], [0.3663, -0.7694, -0.2326], [-0.0716, -0.2345, 0.2121], [0.4481, 0.1099, -0.2538], [-0.1112, -0.3330, -0.2120], [-0.0671, 0.0578, 0.1078], [0.2635, -0.0531, 0.0133], [-0.1451, -0.8717, -0.0243], [0.2269, 0.3471, 0.1476], [-0.1209, -0.1366, -0.0152], [-0.0992, 0.1205, 0.0900], [0.0128, 0.0531, -0.0244], [0.0671, 0.0434, 0.0233], [-0.0023, -0.0836, -0.0690], [0.0278, 0.0024, 0.0442], [0.0758, 0.0389, -0.0303], [-0.1018, 0.0217, 0.1723], [-0.2071, -0.0528, -0.0048], [0.1144, 0.1413, -0.0791], [0.0384, 0.0076, -0.0627], [0.0887, 0.0236, -0.0091], [0.0093, 0.0336, 0.0956], [0.0258, 0.0163, 0.0644], [0.0118, -0.0823, -0.1412], [-0.0878, 0.1144, 0.0417], [-0.0505, 0.0371, 0.0381], [0.0151, -0.0836, -0.0409]]}